A cluster of 2 separate species, C4H8FNO in total, computed with ωB97M-V with the def2-TZVPD basis set.

XYZ file:
```
15
C4H8FNO | the Open Molecules 2025 dataset | ωB97M-V with the def2-TZVPD basis set
C -1.19 1.52 0.45
C 0.97 0.79 -0.52
C -0.01 -0.50 1.41
C -0.15 0.51 0.32
N -1.60 -0.40 -1.05
O -1.14 2.69 0.11
F -2.19 -1.55 -0.48
H -2.04 1.16 1.06
H 0.97 1.82 -0.87
H 1.07 0.20 -1.52
H 2.00 0.47 -0.01
H -0.90 -0.73 1.87
H 0.57 -0.03 2.15
H 0.33 -1.41 1.02
H -2.41 0.21 -1.05
```

Output
Calculated total energy: -386.88984 Ha
HOMO (spin up / spin down): -9.23 / -9.22 eV
Gap between HOMO and LUMO (spin up / spin down): 8.63 / 8.62 eV
Relative energy (zero: lowest compared OMol25 entry of this formula, charge and spin): 108.27 kcal per mole



A structure of composition C38H47GeN9O2SSr, computed with ωB97M-V with the def2-TZVPD basis set.

XYZ file:
```
99
C38H47GeN9O2SSr | the Open Molecules 2025 dataset | ωB97M-V with the def2-TZVPD basis set
Sr -0.87 -0.26 -1.53
N -0.91 -2.32 -2.85
C -2.25 -2.47 -2.24
C -2.69 -1.67 -0.93
N -2.92 -0.16 -0.80
C -3.55 0.30 -2.06
C -2.57 0.29 -3.25
N -1.65 1.41 -3.21
C -3.75 0.03 0.38
C -3.76 1.48 0.83
N -2.39 1.91 1.04
H -1.03 -2.18 -3.84
H -0.43 -3.19 -2.69
H -2.33 -3.48 -1.85
H -3.06 -2.38 -2.97
H -2.06 -2.03 -0.11
H -3.67 -2.13 -0.80
H -3.96 1.30 -1.94
H -4.39 -0.38 -2.27
H -3.14 0.12 -4.16
H -2.05 -0.62 -3.04
H -2.18 2.22 -2.90
H -1.30 1.62 -4.14
H -3.31 -0.59 1.17
H -4.78 -0.33 0.21
H -4.41 1.56 1.71
H -4.21 2.11 0.05
H -1.91 1.29 1.69
H -2.35 2.83 1.47
C 4.30 -2.92 -0.74
C 2.88 -2.82 -1.21
N 1.93 -3.62 -0.91
O 2.35 -4.62 -0.02
C 2.51 -1.70 -2.11
C 3.25 -1.53 -3.40
N 1.57 -0.94 -1.67
O 1.21 0.07 -2.48
H 4.38 -3.52 0.17
H 4.71 -1.93 -0.57
H 4.91 -3.40 -1.51
H 1.56 -5.16 0.07
H 3.24 -2.47 -3.96
H 4.30 -1.29 -3.21
H 2.81 -0.74 -3.99
N -0.77 -3.06 4.16
C -2.09 -3.47 4.14
C -2.92 -4.02 5.11
C -4.21 -4.32 4.72
C -4.65 -4.10 3.41
C -3.82 -3.55 2.45
C -2.51 -3.22 2.82
N -1.48 -2.67 2.08
C -0.46 -2.60 2.91
C 0.88 -2.12 2.59
C 1.99 -2.42 3.33
S 3.36 -1.70 2.63
C 2.37 -1.05 1.40
N 1.11 -1.34 1.48
H -0.16 -3.06 4.95
H -2.58 -4.20 6.12
H -4.89 -4.75 5.44
H -5.66 -4.36 3.14
H -4.16 -3.40 1.44
H 2.07 -3.03 4.22
H 2.79 -0.44 0.61
C 0.38 3.86 3.95
C 0.75 4.61 2.84
C 0.96 4.00 1.61
C 0.79 2.62 1.46
C 0.43 1.88 2.59
C 0.22 2.49 3.82
Ge 1.14 1.80 -0.33
C 3.11 1.84 -0.50
C 3.86 2.34 0.57
C 5.25 2.39 0.51
C 5.91 1.94 -0.62
C 5.18 1.44 -1.69
C 3.80 1.39 -1.63
C 0.41 3.09 -1.64
C -0.59 3.99 -1.30
C -1.08 4.90 -2.23
C -0.56 4.93 -3.52
C 0.44 4.03 -3.87
C 0.91 3.11 -2.94
H 0.22 4.34 4.90
H 0.89 5.68 2.93
H 1.27 4.60 0.77
H 0.31 0.80 2.51
H -0.05 1.89 4.68
H 3.36 2.68 1.47
H 5.80 2.79 1.35
H 6.99 1.98 -0.66
H 5.69 1.09 -2.57
H 3.24 0.98 -2.46
H -1.00 3.99 -0.30
H -1.86 5.60 -1.94
H -0.92 5.65 -4.24
H 0.86 4.04 -4.87
H 1.66 2.39 -3.24
```

Output
Calculated total energy: -4625.01220 Ha
Multiplicity: 2
Net charge: +1
HOMO (spin up / spin down): -9.27 / -10.31 eV
Gap between HOMO and LUMO (spin up / spin down): 7.07 / 7.35 eV
Relative energy (zero: lowest compared OMol25 entry of this formula, charge and spin): 87.31 kcal per mole